Density functional theory data (ωB97M-V/def2-TZVPD) for C58H53Cl5N5O3P2STi as an isolated structure in a non-equilibrium geometry.

Results
ΔE to the lowest compared entry with this formula, charge and spin = 21.7 kcal per mole
E_HOMO (alpha / beta) = -12.717 / -12.943 eV
multiplicity = 2
total charge = +2

Each line ends with the Mulliken spin population.
Atoms and positions in Å:
Ti (-0.565, -0.199, -0.067)  0.878
O (3.014, -0.850, -0.189)  -0.003
S (1.960, -0.355, 0.731)  0.001
C (2.092, -1.286, 2.233)  -0.005
C (3.277, -1.947, 2.519)  0.000
C (3.371, -2.642, 3.713)  0.000
C (2.286, -2.672, 4.586)  0.000
C (1.096, -2.043, 4.256)  -0.002
C (0.977, -1.352, 3.054)  -0.007
P (-0.549, -0.483, 2.530)  0.025
C (-0.586, 0.818, 3.817)  0.012
C (-1.811, 1.386, 4.175)  0.000
C (-1.889, 2.249, 5.256)  0.000
C (-0.743, 2.578, 5.973)  -0.001
C (0.485, 2.067, 5.584)  0.000
C (0.565, 1.189, 4.508)  -0.005
C (-1.920, -1.547, 3.129)  -0.019
C (-2.716, -2.261, 2.239)  0.009
C (-3.738, -3.081, 2.697)  0.002
C (-3.989, -3.186, 4.056)  0.000
C (-3.220, -2.458, 4.957)  0.000
C (-2.197, -1.643, 4.496)  -0.002
C (2.518, 1.268, 1.248)  -0.009
C (3.801, 1.376, 1.776)  -0.001
C (4.364, 2.626, 1.935)  0.000
C (3.664, 3.760, 1.528)  0.000
C (2.391, 3.645, 0.999)  -0.004
C (1.780, 2.392, 0.874)  -0.005
P (0.052, 2.275, 0.259)  0.036
C (0.137, 3.400, -1.192)  0.014
C (1.270, 3.378, -2.003)  -0.001
C (1.323, 4.137, -3.168)  0.001
C (0.243, 4.930, -3.531)  0.000
C (-0.880, 4.974, -2.717)  -0.001
C (-0.934, 4.212, -1.559)  0.000
C (-0.991, 3.265, 1.387)  -0.008
C (-2.352, 3.259, 1.064)  0.002
C (-3.239, 4.123, 1.687)  0.002
C (-2.780, 4.989, 2.666)  -0.001
C (-1.446, 4.946, 3.050)  0.001
C (-0.552, 4.086, 2.422)  -0.002
H (4.095, -1.920, 1.805)  0.000
H (4.287, -3.164, 3.966)  0.000
H (2.367, -3.200, 5.530)  0.000
H (0.250, -2.114, 4.928)  0.000
H (-2.710, 1.121, 3.630)  0.000
H (-2.847, 2.664, 5.546)  0.000
H (-0.809, 3.236, 6.833)  0.000
H (1.384, 2.336, 6.127)  0.000
H (1.529, 0.771, 4.238)  0.000
H (-2.542, -2.186, 1.187)  0.012
H (-4.348, -3.634, 1.991)  0.000
H (-4.791, -3.824, 4.414)  0.000
H (-3.425, -2.516, 6.020)  0.000
H (-1.628, -1.058, 5.210)  0.000
H (4.361, 0.484, 2.040)  0.000
H (5.362, 2.720, 2.350)  0.000
H (4.120, 4.740, 1.622)  0.000
H (1.861, 4.529, 0.672)  0.000
H (2.127, 2.785, -1.717)  -0.001
H (2.222, 4.126, -3.779)  0.000
H (0.283, 5.525, -4.437)  0.000
H (-1.722, 5.602, -2.987)  0.000
H (-1.813, 4.272, -0.932)  0.001
H (-2.723, 2.577, 0.306)  0.000
H (-4.288, 4.119, 1.408)  0.000
H (-3.463, 5.683, 3.144)  0.000
H (-1.091, 5.588, 3.849)  0.000
H (0.475, 4.073, 2.751)  0.000
Cl (-7.348, 1.308, -2.840)  0.000
C (-5.888, 1.023, -2.000)  -0.001
C (-4.669, 1.168, -2.653)  0.002
Cl (-4.608, 1.689, -4.286)  0.000
C (-3.492, 0.908, -1.969)  -0.008
Cl (-1.968, 1.258, -2.691)  -0.001
C (-3.489, 0.443, -0.648)  0.014
O (-2.315, 0.095, -0.033)  0.005
C (-4.710, 0.425, 0.027)  -0.005
Cl (-4.731, 0.169, 1.726)  -0.001
C (-5.900, 0.693, -0.645)  0.001
Cl (-7.383, 0.636, 0.207)  0.000
C (0.832, -0.487, -6.333)  0.001
N (1.350, -0.526, -4.956)  0.005
N (0.505, -0.788, -3.906)  0.013
C (1.043, -0.172, -2.790)  0.011
O (0.480, -0.158, -1.642)  -0.007
C (2.258, 0.400, -3.165)  0.009
C (2.384, 0.202, -4.517)  0.001
C (3.408, 0.727, -5.458)  0.001
C (-0.217, -2.045, -3.963)  0.011
C (0.247, -3.030, -4.833)  0.000
C (-0.388, -4.261, -4.906)  0.000
C (-1.473, -4.543, -4.089)  0.001
C (-1.914, -3.573, -3.203)  0.008
C (-1.302, -2.327, -3.147)  0.021
H (-0.117, -1.007, -6.377)  0.000
H (1.534, -0.974, -7.005)  0.000
H (0.679, 0.544, -6.652)  0.000
H (2.953, 0.884, -2.497)  -0.001
H (4.213, 1.194, -4.899)  0.000
H (2.972, 1.474, -6.128)  0.000
H (3.824, -0.071, -6.076)  0.000
H (1.129, -2.859, -5.435)  0.000
H (-0.018, -5.005, -5.604)  0.000
H (-1.969, -5.506, -4.146)  0.000
H (-2.754, -3.772, -2.545)  0.001
H (-1.703, -1.595, -2.486)  -0.040
C (-0.177, -4.651, 1.753)  0.000
N (0.901, -4.451, 0.812)  0.002
C (2.134, -5.181, 1.121)  0.000
C (0.833, -3.560, -0.199)  0.011
N (0.079, -2.454, -0.207)  0.026
N (1.619, -3.917, -1.263)  -0.001
C (2.195, -2.956, -2.185)  0.002
C (1.613, -5.295, -1.742)  0.000
H (-0.128, -5.677, 2.115)  0.000
H (-1.117, -4.513, 1.251)  0.000
H (-0.122, -3.983, 2.605)  0.001
H (2.345, -5.075, 2.186)  0.000
H (2.970, -4.772, 0.563)  0.000
H (2.041, -6.245, 0.895)  0.000
H (0.114, -2.170, -1.171)  0.000
H (1.653, -2.935, -3.135)  0.000
H (3.226, -3.248, -2.401)  0.000
H (2.226, -1.970, -1.740)  -0.001
H (0.985, -5.917, -1.109)  0.000
H (2.622, -5.716, -1.765)  0.000
H (1.208, -5.322, -2.756)  0.000

=====

Density functional theory data (ωB97M-V/def2-TZVPD) for C40H38ClN4O6ReSi as an isolated structure.

Results
ΔE to the lowest compared entry with this formula, charge and spin = 0.0 kcal per mole
E_HOMO (alpha / beta) = -4.673 / -4.609 eV
multiplicity = 2
total charge = -1

Each line ends with the Mulliken spin population.
Atoms and positions in Å:
Re (-0.576, 0.568, -0.122)  0.653
O (-1.919, 2.700, -3.855)  -0.001
C (-1.290, 1.881, -4.715)  -0.005
C (-1.211, 2.300, -6.047)  0.001
C (-0.579, 1.519, -6.992)  -0.003
C (-0.012, 0.297, -6.636)  0.001
C (-0.096, -0.124, -5.323)  0.001
C (-0.728, 0.648, -4.347)  -0.003
C (-0.763, 0.173, -2.948)  -0.007
O (-1.216, 1.004, -2.047)  0.023
N (-0.324, -1.012, -2.660)  0.016
N (-0.411, -1.216, -1.278)  -0.021
C (-0.322, -2.447, -0.924)  0.023
C (-0.714, -2.904, 0.380)  0.005
C (-0.544, -4.256, 0.712)  -0.001
C (-1.100, -4.791, 1.849)  0.016
C (-1.895, -3.965, 2.656)  -0.002
C (-2.107, -2.644, 2.340)  0.004
C (-1.485, -2.054, 1.215)  0.018
O (-1.675, -0.776, 1.008)  0.071
H (-1.866, 2.288, -2.965)  0.002
H (-1.656, 3.252, -6.304)  0.000
H (-0.524, 1.864, -8.018)  0.000
H (0.487, -0.317, -7.375)  0.000
H (0.333, -1.068, -5.014)  0.001
H (-0.078, -3.170, -1.698)  -0.008
H (0.049, -4.873, 0.044)  -0.001
H (-0.945, -5.830, 2.108)  0.002
H (-2.362, -4.372, 3.546)  0.001
H (-2.724, -2.012, 2.965)  0.006
C (0.928, -0.622, 2.589)  0.024
N (0.620, 0.499, 1.711)  -0.025
C (1.075, 1.645, 2.106)  0.006
C (0.727, 2.798, 1.373)  0.003
C (0.982, 4.162, 1.480)  0.016
C (0.272, 4.763, 0.431)  -0.005
C (-0.378, 3.742, -0.263)  0.016
N (-0.110, 2.558, 0.315)  0.039
C (1.843, -1.685, 2.033)  -0.017
C (2.543, -1.541, 0.845)  -0.004
C (3.345, -2.576, 0.378)  0.002
C (3.468, -3.754, 1.098)  0.000
C (2.786, -3.892, 2.303)  -0.002
C (1.981, -2.864, 2.763)  0.005
H (-0.007, -1.082, 2.902)  0.005
H (1.386, -0.230, 3.504)  0.003
H (1.696, 1.713, 2.996)  -0.004
H (1.604, 4.645, 2.219)  0.001
H (0.223, 5.814, 0.195)  0.000
H (-1.024, 3.804, -1.126)  0.002
H (2.447, -0.631, 0.266)  0.003
H (3.868, -2.456, -0.564)  0.000
H (4.087, -4.561, 0.727)  0.000
H (2.867, -4.809, 2.873)  0.000
H (1.417, -2.990, 3.682)  0.001
C (3.733, 2.306, -3.960)  0.001
Si (3.707, 0.827, -2.813)  -0.001
C (5.287, 0.785, -1.803)  0.003
C (3.550, -0.755, -3.813)  0.003
C (2.272, 0.935, -1.700)  0.022
C (1.258, 0.822, -1.034)  0.080
H (4.558, 2.223, -4.673)  0.000
H (3.851, 3.238, -3.405)  0.000
H (2.799, 2.366, -4.524)  0.000
H (6.161, 0.743, -2.459)  0.000
H (5.313, -0.087, -1.145)  -0.001
H (5.371, 1.676, -1.176)  0.000
H (4.527, -1.133, -4.130)  0.000
H (2.944, -0.582, -4.705)  0.000
H (3.049, -1.528, -3.225)  -0.001
C (-4.593, 0.427, 2.140)  0.001
C (-3.802, 0.214, 3.406)  0.000
C (-4.301, -0.688, 4.349)  0.002
C (-3.568, -1.078, 5.452)  0.000
Cl (-4.240, -2.240, 6.571)  0.000
C (-2.293, -0.580, 5.661)  0.000
C (-1.798, 0.341, 4.759)  0.000
C (-2.539, 0.764, 3.652)  -0.001
O (-1.900, 1.679, 2.890)  0.006
C (-2.615, 2.691, 2.192)  0.002
C (-3.050, 2.376, 0.761)  -0.002
O (-3.940, 3.080, 0.303)  0.002
O (-2.504, 1.396, 0.130)  0.025
H (-5.360, -0.345, 2.068)  0.000
H (-3.958, 0.335, 1.259)  -0.002
H (-5.088, 1.397, 2.097)  0.000
H (-5.273, -1.134, 4.177)  0.000
H (-1.707, -0.899, 6.511)  0.000
H (-0.816, 0.774, 4.895)  0.000
H (-1.930, 3.540, 2.148)  -0.001
H (-3.498, 3.000, 2.752)  0.001

=====

Density functional theory data (ωB97M-V/def2-TZVPD) for C29H55ClN2O2RhSi4 as an isolated structure in a non-equilibrium geometry.

Results
E_HOMO (alpha / beta) = -0.873 / -4.535 eV
multiplicity = 5
total charge = -1

Each line ends with the Mulliken spin population.
Atoms and positions in Å:
Rh (0.125, 0.470, -0.016)  2.037
Cl (-1.198, -1.609, 0.265)  0.171
N (0.749, -0.109, 1.959)  0.145
N (-1.126, 0.406, -1.825)  -0.012
C (1.736, -0.961, 2.065)  -0.021
C (-0.758, -0.381, -2.806)  0.046
C (0.048, -0.051, 3.272)  -0.028
C (0.589, -1.312, 3.949)  0.006
C (-1.466, -0.102, 3.174)  0.015
C (0.491, 1.163, 4.073)  0.024
H (-1.769, -1.014, 2.640)  0.007
H (-1.854, 0.767, 2.632)  0.017
H (-1.871, -0.109, 4.197)  -0.001
H (1.586, 1.186, 4.193)  0.000
H (0.044, 1.128, 5.079)  0.000
H (0.168, 2.089, 3.581)  -0.011
C (-2.583, 0.676, -1.990)  -0.037
C (-2.993, -0.430, -2.959)  0.007
C (-2.793, 2.036, -2.663)  0.011
C (-3.354, 0.572, -0.695)  0.021
H (-3.227, -0.441, -0.290)  0.011
H (-4.411, 0.768, -0.912)  0.003
H (-2.970, 1.287, 0.038)  0.007
H (-2.410, 2.026, -3.694)  -0.001
H (-2.286, 2.825, -2.101)  -0.011
H (-3.863, 2.257, -2.695)  0.000
O (-1.748, -0.981, -3.462)  0.003
H (-3.564, -0.096, -3.831)  0.001
H (-3.533, -1.254, -2.487)  0.002
O (1.695, -1.753, 3.133)  0.005
H (-0.128, -2.136, 3.984)  0.001
H (0.991, -1.154, 4.959)  0.003
C (2.869, -1.135, 1.121)  0.086
C (0.632, -0.694, -3.234)  0.130
C (1.271, -1.598, -2.233)  -0.181
H (1.186, 0.263, -3.314)  -0.008
H (0.577, -1.137, -4.233)  -0.004
C (1.507, -1.145, -0.949)  0.505
C (2.373, -1.814, -0.114)  -0.150
H (1.367, 1.473, 0.401)  0.428
C (2.818, -3.118, -0.467)  0.013
C (2.456, -3.640, -1.709)  -0.011
C (3.715, -3.912, 0.434)  0.003
C (1.698, -2.894, -2.612)  0.014
H (2.841, -4.612, -2.013)  0.001
C (1.416, -3.447, -3.977)  0.003
H (1.824, -4.462, -4.016)  -0.001
H (1.888, -2.864, -4.778)  0.000
H (0.339, -3.479, -4.178)  0.001
H (4.694, -3.436, 0.586)  0.000
H (3.883, -4.886, -0.043)  -0.001
H (3.258, -4.063, 1.421)  0.000
H (3.664, -1.693, 1.627)  0.000
H (3.240, -0.115, 0.887)  -0.005
C (2.971, 3.178, -1.611)  0.042
Si (1.171, 3.763, -1.770)  0.053
C (1.114, 5.638, -2.039)  0.023
C (0.432, 2.947, -3.309)  -0.007
Si (0.129, 2.910, 0.172)  0.234
Si (1.439, 4.297, 1.760)  -0.020
C (1.999, 6.048, 1.240)  0.019
C (0.679, 4.728, 3.461)  0.015
C (2.993, 3.277, 2.130)  0.045
Si (-1.846, 4.240, 0.818)  0.169
C (-1.528, 6.113, 0.966)  0.137
C (-3.426, 4.205, -0.245)  0.029
C (-2.440, 3.511, 2.466)  0.006
H (3.470, 3.433, -2.557)  0.009
H (3.014, 2.086, -1.484)  -0.008
H (3.531, 3.643, -0.785)  0.001
H (1.413, 5.798, -3.091)  0.005
H (0.110, 6.071, -1.907)  -0.002
H (1.822, 6.196, -1.415)  0.001
H (0.088, 1.913, -3.124)  0.027
H (-0.426, 3.516, -3.697)  0.002
H (1.211, 2.917, -4.096)  -0.001
H (1.216, 6.646, 0.759)  0.008
H (2.295, 6.577, 2.162)  -0.002
H (2.880, 6.023, 0.581)  0.000
H (-0.363, 5.067, 3.435)  -0.003
H (1.276, 5.555, 3.881)  0.001
H (0.746, 3.897, 4.175)  -0.002
H (2.769, 2.208, 2.299)  -0.017
H (3.726, 3.339, 1.314)  0.020
H (3.468, 3.675, 3.043)  0.003
H (-1.056, 6.553, 0.074)  -0.017
H (-2.522, 6.574, 1.075)  0.006
H (-0.932, 6.412, 1.839)  -0.014
H (-3.928, 3.223, -0.229)  0.002
H (-4.124, 4.935, 0.198)  -0.004
H (-3.267, 4.493, -1.292)  0.003
H (-2.937, 2.542, 2.304)  -0.005
H (-1.663, 3.368, 3.227)  -0.003
H (-3.196, 4.202, 2.877)  0.002